Record 1
Entry from the OMol25 dataset: 2 unconnected molecules or ions with the total composition H3N2O2P (wB97M-V/def2-TZVPD).

The geometry in ORCA input format:
```
! wB97M-V def2-TZVPD RIJCOSX def2/J DEFGRID3
* xyz 0 1
N 0.293 -0.083 -0.917
N -2.048 0.126 -0.183
O -1.815 1.231 -0.617
O -3.099 -0.222 0.336
P -0.804 -1.126 -0.283
H -0.138 0.911 -0.814
H 1.206 -0.269 -1.405
H 0.445 -1.997 2.300
*
```

HOMO level (alpha / beta) = -10.70 / -8.17 eV
ΔE to the lowest compared entry with this formula, charge and spin = 6.557 eV
frontier orbital gap (alpha / beta) = 9.4 / 7.5 eV

=====

Record 2
Entry from the OMol25 dataset: a molecular structure, C28H21BrCsN3O2PS (wB97M-V/def2-TZVPD).

The geometry in ORCA input format:
```
! wB97M-V def2-TZVPD RIJCOSX def2/J DEFGRID3
* xyz -1 1
Cs -1.734 -0.838 1.554
C 0.626 1.117 -2.632
C 1.663 0.189 -2.709
C 2.092 -0.403 -1.536
C 1.597 -0.007 -0.285
C 0.649 1.009 -0.209
C 0.130 1.530 -1.413
P 2.225 -1.068 1.175
C 4.059 -1.135 0.740
C 4.644 0.011 0.157
C 6.023 0.086 -0.002
C 6.786 -1.029 0.359
C 6.256 -2.145 0.961
C 4.848 -2.193 1.108
C 2.294 0.063 2.541
C 3.463 0.480 3.100
C 3.358 1.447 4.077
C 2.100 1.822 4.538
C 0.920 1.325 3.997
C 0.903 0.360 2.962
H 0.150 1.496 -3.534
H 2.043 -0.022 -3.730
H 2.917 -1.179 -1.543
H 0.239 1.285 0.715
H -0.695 2.229 -1.396
H 3.986 0.758 -0.147
H 6.523 0.914 -0.430
H 7.890 -0.846 0.222
H 6.922 -2.926 1.380
H 4.380 -3.060 1.574
H 4.437 0.327 2.654
H 4.153 1.836 4.670
H 1.959 2.586 5.301
H -0.034 1.663 4.366
Br -7.583 4.620 1.366
C -7.140 3.169 0.203
C -8.159 2.510 -0.500
N -7.904 1.465 -1.307
C -6.616 1.019 -1.307
C -5.560 1.660 -0.689
C -5.775 2.786 0.068
C -4.161 0.957 -0.709
O -3.428 1.360 0.165
O -3.994 0.043 -1.558
H -9.156 2.844 -0.360
H -6.411 0.081 -1.934
H -4.924 3.322 0.533
S -3.250 -4.302 0.070
C -2.242 -3.738 -1.142
N -2.516 -2.470 -1.561
C -1.730 -1.738 -2.374
C -0.629 -2.348 -2.854
C -0.375 -3.684 -2.507
N -1.147 -4.345 -1.663
H -3.440 -2.114 -1.240
H -2.062 -0.814 -2.688
H -0.055 -1.814 -3.601
H 0.488 -4.152 -2.996
*
```

HOMO level = -4.63 eV
ΔE to the lowest compared entry with this formula, charge and spin = 0.162 eV
frontier orbital gap = 6.7 eV

=====

Record 3
Entry from the OMol25 dataset: a molecular structure, C3H4F9NaO11S3 (wB97M-V/def2-TZVPD).

The geometry in ORCA input format:
```
! wB97M-V def2-TZVPD RIJCOSX def2/J DEFGRID3
* xyz -1 2
Na -0.222 -0.747 0.127
C -4.666 -0.535 -0.724
F -5.544 0.488 -0.584
F -4.360 -1.071 0.475
F -5.263 -1.482 -1.466
S -3.064 0.273 -1.528
O -2.550 1.033 -0.376
O -2.192 -0.877 -1.798
O -3.418 1.112 -2.722
C 2.156 1.619 3.602
F 2.895 2.687 3.896
F 2.957 0.620 3.270
F 1.288 1.276 4.596
S 1.132 2.161 2.083
O 0.450 0.998 1.432
O 0.229 3.210 2.538
O 2.147 2.756 1.187
C 3.081 0.749 -2.814
F 3.582 0.982 -1.635
F 2.660 1.909 -3.380
F 4.084 0.312 -3.619
S 1.619 -0.469 -2.712
O 0.643 0.225 -1.835
O 1.148 -0.525 -4.151
O 2.098 -1.730 -2.184
O 1.554 -2.352 0.933
H 1.983 -3.130 0.579
H 1.879 -2.287 1.832
O -1.980 -2.243 1.323
H -1.777 -3.112 1.671
H -2.550 -1.848 1.982
*
```

HOMO level (alpha / beta) = -6.17 / -6.16 eV
<S²> = 0.760
frontier orbital gap (alpha / beta) = 7.7 / 2.9 eV

=====

Record 4
Entry from the OMol25 dataset: 2 unconnected molecules or ions with the total composition C2H3I2NO2 (wB97M-V/def2-TZVPD).

The geometry in ORCA input format:
```
! wB97M-V def2-TZVPD RIJCOSX def2/J DEFGRID3
* xyz 0 1
C 0.705 0.760 -0.478
C -0.430 -0.027 0.094
N -0.290 -1.450 -0.050
O 0.842 -1.910 -0.213
O -1.327 -2.121 0.083
I 0.492 2.845 0.017
I -2.485 0.519 -0.111
H 0.670 0.463 -1.465
H 1.707 0.628 0.088
H 0.118 0.294 2.036
*
```

HOMO level (alpha / beta) = -9.58 / -9.56 eV
ΔE to the lowest compared entry with this formula, charge and spin = 6.498 eV
frontier orbital gap (alpha / beta) = 7.3 / 7.8 eV

=====

Record 5
Entry from the OMol25 dataset: C3H2INS in the gas phase (wB97M-V/def2-TZVPD).

The geometry in ORCA input format:
```
! wB97M-V def2-TZVPD RIJCOSX def2/J DEFGRID3
* xyz 0 1
C 0.719 0.686 0.095
C -0.650 0.419 0.765
C 1.754 1.449 0.243
N -1.147 1.145 1.651
S -1.078 2.427 2.509
I 2.618 3.149 1.239
H 0.855 0.157 -0.830
H -1.146 -0.293 0.204
*
```

HOMO level (alpha / beta) = -8.60 / -8.53 eV
ΔE to the lowest compared entry with this formula, charge and spin = 4.231 eV
frontier orbital gap (alpha / beta) = 7.5 / 7.5 eV

=====

Record 6
Entry from the OMol25 dataset: a molecular structure, C32H34N2OP2Ru (wB97M-V/def2-TZVPD).

The geometry in ORCA input format:
```
! wB97M-V def2-TZVPD RIJCOSX def2/J DEFGRID3
* xyz 2 5
C -1.127 3.190 -3.402
C -0.802 2.046 -2.673
C 0.566 1.759 -2.407
C 1.558 2.498 -3.099
C 1.180 3.604 -3.873
C -0.153 3.989 -3.972
C 2.949 2.061 -2.807
C 2.986 0.595 -3.013
C 1.950 -0.104 -2.363
C 1.812 -1.499 -2.605
C 2.832 -2.187 -3.263
C 3.916 -1.529 -3.787
C 3.971 -0.125 -3.725
H -2.184 3.417 -3.505
H 1.946 4.224 -4.342
H -0.469 4.891 -4.531
H 3.848 2.717 -3.072
H 2.708 -3.282 -3.333
H 4.721 -2.131 -4.266
H 4.792 0.389 -4.206
N 0.899 0.566 -1.681
Ru 0.182 -0.077 0.216
C -1.834 1.075 -2.122
H -1.637 0.055 -2.504
H -2.843 1.374 -2.419
C 0.493 -2.139 -2.215
H -0.368 -1.607 -2.661
H 0.457 -3.174 -2.557
P -1.782 0.968 -0.278
P 0.252 -2.124 -0.392
C 1.597 -3.174 0.162
H 1.505 -3.376 1.229
H 1.595 -4.128 -0.366
H 2.565 -2.704 -0.002
C -1.212 -3.137 -0.164
H -1.073 -4.125 -0.607
H -1.429 -3.268 0.897
H -2.084 -2.679 -0.629
C -2.088 2.683 0.226
H -2.984 3.075 -0.273
H -2.215 2.717 1.314
H -1.220 3.293 -0.048
C -3.309 0.082 0.162
H -3.433 0.132 1.253
H -4.169 0.568 -0.325
H -3.251 -0.970 -0.146
C 1.960 -0.106 0.812
O 3.055 -0.202 1.205
H 3.142 2.262 -1.770
C -0.875 3.323 4.398
C -0.022 3.299 3.285
C 0.145 2.121 2.561
C -0.556 0.949 2.932
C -1.355 0.975 4.101
C -1.536 2.156 4.802
N -0.453 -0.183 2.150
C -0.650 -1.432 2.746
C 0.474 -2.182 3.172
C 0.290 -3.435 3.754
C -0.993 -3.963 3.933
C -2.104 -3.207 3.545
C -1.949 -1.937 2.984
H -0.995 4.244 4.965
H 0.512 4.198 2.972
H 0.777 2.073 1.673
H -1.868 0.067 4.407
H -2.207 2.170 5.673
H 1.468 -1.751 3.017
H 1.165 -4.000 4.077
H -1.124 -4.945 4.396
H -3.113 -3.606 3.686
H -2.804 -1.319 2.701
*
```

HOMO level (alpha / beta) = -13.07 / -14.17 eV
<S²> = 6.069
frontier orbital gap (alpha / beta) = 8.1 / 5.5 eV

=====

Record 7
Entry from the OMol25 dataset: 8 unconnected molecules or ions with the total composition C54H62Cl2F21N3O22P (wB97M-V/def2-TZVPD).

The geometry in ORCA input format:
```
! wB97M-V def2-TZVPD RIJCOSX def2/J DEFGRID3
* xyz 1 1
C -0.978 1.924 -2.307
C 0.537 1.673 -2.161
C 0.689 0.262 -1.590
C 1.111 2.790 -1.236
C 1.512 2.303 0.165
C 2.178 3.664 -1.895
O 3.236 2.972 -2.615
C 4.015 2.138 -1.910
C 4.800 2.490 -0.817
C 4.853 3.928 -0.362
O 4.228 4.259 0.588
O 5.671 4.711 -1.081
P 5.391 6.337 -1.034
N 6.115 6.982 0.154
O 5.900 6.790 -2.455
O 3.810 6.605 -1.107
C 5.567 1.524 -0.165
O 6.387 1.777 0.891
C 5.747 2.303 2.034
O 4.701 1.853 2.377
C 6.495 3.377 2.706
C 7.307 4.206 1.933
C 8.059 5.217 2.517
C 7.987 5.377 3.896
C 7.170 4.553 4.661
C 6.417 3.543 4.088
C 5.539 0.210 -0.613
C 6.356 -0.809 0.108
C 5.713 -1.669 0.992
C 6.523 -2.611 1.604
C 7.876 -2.607 1.283
N 8.495 -1.766 0.467
C 7.719 -0.856 -0.126
N 4.791 -0.121 -1.695
C 4.825 -1.518 -2.139
C 6.040 -1.718 -3.036
O 6.409 -0.909 -3.795
Cl 6.799 -3.286 -2.849
C 4.064 0.806 -2.347
Cl 3.214 0.368 -3.751
H -1.474 1.085 -2.791
H -1.409 2.052 -1.311
H -1.152 2.836 -2.871
H 0.947 1.781 -3.163
H 0.520 -0.446 -2.404
H 1.703 0.049 -1.245
H -0.006 0.046 -0.791
H 0.273 3.465 -1.043
H 0.679 1.814 0.665
H 1.899 3.119 0.771
H 2.314 1.563 0.129
H 2.540 4.369 -1.152
H 1.685 4.275 -2.646
H 5.492 7.493 0.765
H 5.268 7.448 -2.780
H 3.547 6.996 -0.264
H 7.379 4.054 0.866
H 8.672 5.839 1.884
H 8.598 6.150 4.341
H 7.165 4.703 5.732
H 5.801 2.891 4.688
H 4.648 -1.620 1.171
H 6.114 -3.333 2.293
H 8.494 -3.368 1.747
H 8.190 -0.167 -0.817
H 4.804 -2.220 -1.319
H 3.964 -1.764 -2.757
C 2.740 2.374 4.686
C 3.123 1.981 6.096
O 2.091 2.333 7.037
C 1.087 1.473 7.139
O 0.961 0.453 6.531
C 0.097 1.960 8.209
F -0.153 3.270 8.098
F 0.593 1.748 9.435
F -1.067 1.316 8.115
H 2.487 3.436 4.642
H 3.558 2.177 3.988
H 1.863 1.817 4.353
H 4.009 2.528 6.415
H 3.351 0.918 6.168
C -1.012 -6.038 -3.729
C -1.584 -4.657 -3.953
O -1.767 -3.967 -2.694
C -0.709 -3.373 -2.188
O 0.395 -3.342 -2.658
C -1.092 -2.656 -0.886
F -1.864 -3.406 -0.100
F -1.772 -1.523 -1.134
F -0.017 -2.314 -0.165
H -1.635 -6.601 -3.035
H -0.954 -6.582 -4.670
H -0.012 -5.982 -3.296
H -2.570 -4.731 -4.405
H -0.962 -4.067 -4.624
C -2.650 1.602 10.642
C -3.453 2.512 9.741
O -4.753 2.781 10.302
C -4.816 3.742 11.208
O -3.907 4.407 11.610
C -6.275 3.925 11.660
F -6.875 2.747 11.880
F -6.976 4.569 10.715
F -6.346 4.636 12.780
H -3.207 0.688 10.853
H -1.712 1.339 10.181
H -2.439 2.081 11.599
H -3.636 2.025 8.787
H -2.925 3.444 9.538
C -8.505 1.015 8.341
C -8.089 -0.215 9.118
O -7.346 -1.131 8.286
C -6.059 -0.863 8.141
O -5.472 0.059 8.625
C -5.392 -1.946 7.278
F -6.134 -2.251 6.208
F -5.220 -3.067 7.991
F -4.198 -1.545 6.848
H -9.061 0.731 7.447
H -9.131 1.658 8.958
H -7.635 1.586 8.018
H -8.965 -0.765 9.454
H -7.508 0.048 10.002
C -1.575 6.355 -7.736
C -2.448 5.120 -7.777
O -2.617 4.559 -6.458
C -3.555 5.119 -5.707
O -4.259 6.033 -6.013
C -3.649 4.383 -4.361
F -2.434 4.131 -3.840
F -4.273 3.207 -4.505
F -4.330 5.087 -3.465
H -0.619 6.131 -7.260
H -1.389 6.721 -8.744
H -2.048 7.150 -7.160
H -1.974 4.341 -8.371
H -3.418 5.328 -8.224
C -6.751 -7.167 -6.787
C -6.703 -6.864 -5.306
O -5.913 -7.850 -4.607
C -4.606 -7.672 -4.633
O -4.021 -6.781 -5.181
C -3.917 -8.770 -3.806
F -4.435 -9.974 -4.058
F -4.063 -8.524 -2.496
F -2.612 -8.821 -4.071
H -7.114 -8.182 -6.957
H -7.413 -6.466 -7.297
H -5.758 -7.097 -7.237
H -7.698 -6.918 -4.869
H -6.315 -5.865 -5.114
C -0.907 -8.884 -10.602
C -1.803 -8.029 -11.472
O -3.008 -7.661 -10.771
C -2.917 -6.621 -9.959
O -1.942 -5.963 -9.748
C -4.292 -6.335 -9.332
F -4.894 -7.465 -8.920
F -5.103 -5.747 -10.219
F -4.184 -5.523 -8.284
H -1.451 -9.755 -10.236
H -0.040 -9.221 -11.169
H -0.558 -8.327 -9.733
H -2.128 -8.589 -12.346
H -1.288 -7.138 -11.828
*
```

HOMO level = -11.77 eV
ΔE to the lowest compared entry with this formula, charge and spin = 0.649 eV
frontier orbital gap = 7.6 eV

=====

Record 8
Entry from the OMol25 dataset: 2 unconnected molecules or ions with the total composition C5H8O2 (wB97M-V/def2-TZVPD).

The geometry in ORCA input format:
```
! wB97M-V def2-TZVPD RIJCOSX def2/J DEFGRID3
* xyz 0 1
C -2.246 0.144 0.147
C -1.168 -0.859 -0.044
C 0.943 -0.014 -1.091
C 1.189 0.244 0.239
O 0.292 0.280 1.138
C 2.592 0.497 0.740
O 3.597 0.173 0.153
H -2.288 0.517 1.170
H -3.199 -0.345 -0.105
H -2.138 0.993 -0.536
H -1.121 -1.334 -1.019
H -0.903 -1.506 0.781
H 1.768 -0.220 -1.763
H 0.074 0.451 -1.547
H 2.608 0.981 1.736
*
```

HOMO level (alpha / beta) = -8.20 / -8.20 eV
ΔE to the lowest compared entry with this formula, charge and spin = 4.834 eV
frontier orbital gap (alpha / beta) = 7.2 / 7.2 eV

=====

| no. | electronic energy (Ha) | largest force on an atom (eV/A) |
| --- | --- | --- |
| 1 | -602.92109 | 2.16 |
| 2 | -4728.06090 | 2.85 |
| 3 | -3200.10247 | 4.06 |
| 4 | -878.36696 | 3.85 |
| 5 | -865.97309 | 3.74 |
| 6 | -2201.58443 | 5.48 |
| 7 | -7273.34884 | 2.52 |
| 8 | -345.62731 | 0.59 |